1.
{
  "formula": "C7H28O9",
  "method": "ωB97M-V/def2-TZVPD",
  "elements": ["O", "O", "O", "O", "O", "O", "O", "O", "O", "C", "C", "C", "C", "C", "C", "C", "H", "H", "H", "H", "H", "H", "H", "H", "H", "H", "H", "H", "H", "H", "H", "H", "H", "H", "H", "H", "H", "H", "H", "H", "H", "H", "H", "H"],
  "positions_angstrom": [[3.712, -1.847, 0.802], [-3.076, -0.361, -1.872], [-0.881, 3.152, 0.835], [1.558, 2.149, 1.585], [-0.002, -3.741, -2.421], [-2.978, 1.884, -0.364], [-2.360, -2.910, -1.187], [3.592, 0.837, 0.380], [0.296, 0.291, 3.130], [0.224, 0.047, 0.041], [-1.303, -1.403, 2.730], [0.495, -0.757, 1.067], [-0.098, 1.934, -2.553], [0.983, 0.007, -1.255], [-0.262, -0.681, 2.337], [1.164, 1.410, -1.872], [1.949, -0.481, -1.114], [-0.533, 0.844, 0.105], [0.084, 2.935, -2.982], [4.265, 1.264, 0.920], [-1.772, -1.296, 3.697], [1.343, -1.465, 1.098], [1.230, 1.491, 2.218], [-2.520, -0.124, -2.624], [1.487, 2.086, -1.065], [-0.863, -3.450, -2.055], [-0.423, 1.294, -3.357], [-3.007, 1.004, -0.848], [0.473, -0.680, -1.980], [-1.574, 2.599, 0.377], [-0.091, -4.705, -2.417], [-0.936, 2.004, -1.849], [3.280, -2.239, 0.031], [-2.793, -1.289, -1.675], [2.008, 1.339, -2.552], [-0.298, 0.508, 3.872], [-1.763, -2.176, 2.129], [-3.794, 1.902, 0.145], [-3.153, -3.459, -1.142], [-2.017, -2.870, -0.280], [-0.922, 4.002, 0.386], [3.660, -0.878, 0.617], [0.760, 2.531, 1.158], [2.753, 1.244, 0.727]],
  "forces_ev_per_angstrom": [[-0.3, 0.1, -0.4], [0.4, -0.7, -0.2], [-0.6, -0.3, -0.5], [0.2, 0.4, -0.2], [-0.6, -0.3, 0.2], [-0.2, -0.9, -0.4], [-0.2, -0.1, 0.5], [-0.3, 0.4, 0.2], [-0.5, 0.2, 0.8], [0.2, -0.3, -0.3], [-0.3, -0.3, -0.1], [-0.2, -0.6, 0.1], [0.3, 0.6, 0.4], [-0.3, -0.3, -0.5], [0.0, 0.2, 0.0], [0.0, -0.5, 0.5], [0.1, 0.2, 0.2], [0.1, -0.7, 0.2], [-0.2, -0.3, 0.2], [0.1, -0.1, -0.1], [0.1, 0.2, 0.2], [-0.4, 0.4, -0.4], [-0.1, 0.3, -0.1], [-0.1, 0.2, 0.0], [-0.1, -0.1, -0.3], [0.6, -0.1, -0.3], [0.0, -0.4, -0.4], [0.1, 0.8, 0.4], [0.1, 0.6, 0.4], [0.4, 0.6, 0.5], [0.2, 0.3, -0.1], [0.2, 0.1, -0.1], [0.2, -0.1, 0.2], [-0.3, 0.7, 0.1], [0.0, 0.2, -0.3], [0.4, -0.2, -0.3], [0.3, 0.1, -0.2], [0.0, 0.1, 0.1], [0.1, 0.0, 0.0], [0.0, 0.1, -0.2], [0.0, 0.0, 0.0], [0.1, -0.3, 0.2], [0.2, -0.2, 0.4], [0.3, 0.0, -0.1]],
  "total_charge": 0,
  "de_lowest_ev": 0.731,
  "smiles": "C=C(O)/C=C/CCC.O.O.O.O.O.O.O.O",
  "orbital_gap_ev": 9.1,
  "multiplicity": 1,
  "homo_ev": -9.246
}

2.
{
  "formula": "C7H29Cu2NO8",
  "method": "ωB97M-V/def2-TZVPD",
  "elements": ["Cu", "Cu", "O", "O", "O", "O", "O", "O", "O", "O", "N", "C", "C", "C", "C", "C", "C", "C", "H", "H", "H", "H", "H", "H", "H", "H", "H", "H", "H", "H", "H", "H", "H", "H", "H", "H", "H", "H", "H", "H", "H", "H", "H", "H", "H", "H", "H"],
  "positions_angstrom": [[-1.889, -0.866, -4.022], [0.336, 1.385, -3.165], [-0.376, 0.426, -4.903], [1.784, -0.131, -2.231], [-3.207, 1.974, -1.528], [0.245, 2.438, -1.220], [-0.318, -2.403, -3.839], [-1.324, 0.301, -2.367], [1.541, -0.665, 0.519], [0.239, 2.313, 1.673], [-1.327, 0.154, 0.706], [-1.700, 0.900, 1.948], [-2.549, -0.066, 2.836], [-0.537, 1.635, 2.611], [1.568, 2.796, 2.287], [0.507, -2.847, 0.455], [1.545, -1.930, 1.140], [3.006, -2.355, 0.873], [-2.673, 1.244, -1.843], [-3.211, 0.522, 3.471], [2.046, 3.438, 1.547], [3.635, -1.494, 0.648], [1.736, 3.132, 3.310], [0.748, -0.188, 0.775], [3.385, -2.773, 1.806], [0.810, -3.132, -0.553], [0.230, 3.375, -1.415], [0.221, 0.405, -5.676], [-2.037, -0.618, 3.624], [-1.977, -0.609, 0.576], [-0.525, -2.918, -3.059], [-0.896, -0.326, -1.751], [-2.592, 2.536, -1.057], [0.323, 2.393, -0.267], [2.228, -0.353, -1.413], [-2.286, 1.759, 1.622], [0.095, 0.969, 3.198], [-1.507, 0.700, -0.124], [0.581, -2.651, -4.057], [-0.444, -2.315, 0.426], [-3.200, -0.726, 2.263], [2.209, 1.931, 2.461], [0.509, -3.825, 0.936], [3.018, -3.072, 0.052], [-1.047, 2.341, 3.267], [1.287, -1.857, 2.196], [1.789, -0.945, -2.735]],
  "forces_ev_per_angstrom": [[2.7, 1.9, 0.2], [-1.1, -1.8, 0.2], [0.0, 0.8, 2.2], [-0.8, 0.5, -1.2], [-0.4, 0.0, 0.4], [-0.1, -0.2, -2.2], [-1.0, 0.5, 0.5], [0.3, -1.6, -1.6], [-0.7, 0.8, -0.4], [2.0, 1.0, 0.6], [-1.7, 1.3, 0.7], [0.2, -2.3, 0.2], [0.2, 1.1, 0.6], [-0.2, 0.1, 0.7], [0.6, -1.4, -0.8], [1.0, -0.2, 0.1], [0.8, -0.6, -1.0], [-0.5, -0.5, 0.8], [0.1, 0.0, -0.2], [-0.3, 0.4, -0.3], [-0.4, 0.0, 0.2], [-0.1, 0.0, 0.0], [-1.9, 1.2, 0.1], [-0.5, 0.7, 0.4], [0.3, -0.4, -0.3], [0.1, 0.5, -0.3], [0.0, 0.7, 0.0], [-0.4, -0.4, 0.2], [0.6, -0.2, -0.5], [0.2, -1.0, 0.4], [0.0, -0.7, 0.3], [0.1, 0.1, -0.4], [0.0, 0.5, 0.0], [0.3, -0.5, 1.3], [0.2, 0.2, 1.0], [-0.5, 0.1, -0.7], [-0.1, -0.4, 0.2], [0.8, 0.8, -0.5], [0.4, -0.1, -0.7], [-0.3, -0.4, 0.2], [0.2, 0.1, -0.1], [-0.1, -0.7, -1.1], [-0.6, 0.2, 0.5], [0.4, -0.1, 0.2], [0.3, 0.1, 0.5], [0.1, 0.2, 0.1], [0.2, -0.2, -0.3]],
  "total_charge": 3,
  "orbital_gap_ev": [8.0, 4.7],
  "multiplicity": 4,
  "homo_ev": [-19.445, -19.167]
}

| no. | E (eV) | M (g mol⁻¹) | maximum force (eV/A) |
| --- | --- | --- | --- |
| 1 | -26140.7165 | 256.3 | 1.005 |
| 2 | -114843.4065 | 382.4 | 3.294 |